Record 1
{"formula": "C2H11N2O3Si", "method": "wB97M-V/def2-TZVPD", "species": ["C", "C", "N", "N", "O", "O", "O", "Si", "H", "H", "H", "H", "H", "H", "H", "H", "H", "H", "H"], "xyz": [[-0.870, -0.816, -1.057], [-0.163, 0.353, -0.376], [-0.420, 1.651, -0.763], [1.412, 0.268, -0.748], [1.146, -1.114, 1.696], [-1.285, -0.999, 2.396], [0.180, 1.359, 2.197], [-0.134, -0.112, 1.687], [-0.340, -1.778, -0.744], [-1.031, -0.923, -2.134], [-1.811, -0.857, -0.487], [-0.050, 2.234, 0.059], [-1.408, 1.738, -1.092], [1.778, 1.150, -0.558], [1.825, -0.502, -0.213], [1.526, 0.233, -1.716], [1.020, -2.084, 1.631], [-2.161, -0.813, 2.331], [0.615, 1.568, 3.012]], "mulliken_charge": [-1.2462, 0.3638, -0.6293, -0.3182, -0.5518, -0.4532, -0.5009, 0.6812, 0.3244, 0.3924, 0.3486, 0.3193, 0.2935, 0.2964, 0.3569, 0.3234, 0.3482, 0.3126, 0.3389], "homo_ev": -13.335, "energy_ev": -19249.76328, "smiles": "C[C@](N)([NH3+])[Si](O)(O)O", "charge": 1}

***

Record 2
{"formula": "C2H11N3O", "method": "wB97M-V/def2-TZVPD", "species": ["C", "C", "N", "O", "H", "H", "H", "H", "H", "H", "H", "N", "N", "H", "H", "H", "H"], "xyz": [[-1.088, -1.594, -1.280], [2.054, -0.265, -0.392], [0.951, -0.930, 0.184], [-0.172, -0.570, -0.992], [0.563, -0.365, 0.949], [-1.691, -1.266, -2.131], [-0.576, -2.528, -1.528], [-1.758, -1.774, -0.433], [1.576, -0.221, -1.454], [2.952, -0.884, -0.336], [2.205, 0.775, -0.089], [-0.260, 1.484, 1.694], [-1.234, 1.753, 0.649], [0.373, 2.279, 1.708], [-0.734, 1.465, 2.596], [-1.003, 1.147, -0.136], [-2.158, 1.494, 0.990]], "mulliken_charge": [-0.6185, -0.6438, -0.3738, -0.3480, 0.4752, 0.2409, 0.2671, 0.2540, 0.2938, 0.2486, 0.2435, -0.4496, -0.5971, 0.2164, 0.2158, 0.3387, 0.2367], "homo_ev": -8.562, "energy_ev": -8766.09620, "smiles": "CNOC.NN", "charge": 0}

***

Record 3
{"formula": "C2H11N3O", "method": "wB97M-V/def2-TZVPD", "species": ["N", "C", "N", "H", "H", "H", "H", "H", "H", "N", "C", "O", "H", "H", "H", "H", "H"], "xyz": [[1.940, 0.774, -0.384], [3.084, -0.137, -0.354], [3.836, 0.020, -1.578], [2.195, 1.617, -0.893], [1.711, 1.133, 0.538], [3.768, 0.140, 0.460], [2.668, -1.110, -0.063], [4.509, -0.722, -1.656], [3.230, 0.146, -2.373], [-3.678, -0.762, 0.002], [-3.059, -0.155, 1.165], [-3.943, 0.685, 1.867], [-3.812, -1.759, 0.074], [-3.070, -0.623, -0.795], [-2.777, -0.928, 1.883], [-2.202, 0.423, 0.865], [-4.399, 1.258, 1.243]], "mulliken_charge": [-0.5944, -0.2287, -0.5403, 0.2306, 0.2181, 0.2521, 0.2541, 0.2009, 0.2093, -0.5529, -0.1607, -0.5428, 0.2210, 0.2437, 0.2307, 0.2697, 0.2895], "homo_ev": -9.154, "energy_ev": -8769.45125, "smiles": "NCN.NCO", "charge": 0}

***

Record 4
{"formula": "C2H11N3O4P2", "method": "wB97M-V/def2-TZVPD", "species": ["C", "C", "N", "N", "N", "O", "O", "O", "O", "P", "P", "H", "H", "H", "H", "H", "H", "H", "H", "H", "H", "H"], "xyz": [[0.295, 1.172, -2.063], [-2.463, -0.380, 0.432], [0.177, 1.411, -0.679], [1.392, -0.982, -0.023], [-1.838, -1.555, -0.020], [2.750, 1.250, -0.458], [1.362, 1.220, 1.606], [0.071, -0.866, 2.336], [0.464, -3.016, 1.198], [1.445, 0.581, 0.140], [0.203, -1.485, 1.016], [-0.195, 0.215, -2.291], [1.251, 1.020, -2.564], [-0.139, 2.003, -2.569], [-3.037, -0.405, 1.482], [-1.790, 0.538, 0.453], [-3.081, 0.029, -0.491], [-1.574, -1.487, -0.975], [3.611, 1.045, 0.117], [1.048, 0.457, 2.087], [0.406, 2.370, -0.393], [-0.356, -3.137, 1.660]], "mulliken_charge": [-0.9261, -0.5452, -0.2212, -0.4842, -0.5860, -0.5566, -0.5023, -0.7149, -0.4810, 0.7024, 0.9090, 0.2253, 0.3077, 0.4106, 0.2358, 0.1802, 0.2962, 0.2773, 0.3707, 0.4582, 0.2916, 0.3526], "homo_ev": -8.653, "energy_ev": -33491.94452, "charge": 0}

***

Record 5
{"formula": "C2H11NO3", "method": "wB97M-V/def2-TZVPD", "species": ["C", "N", "C", "O", "H", "H", "H", "H", "H", "H", "H", "H", "H", "O", "H", "H", "O"], "xyz": [[0.912, -0.379, 0.020], [2.116, 0.525, -0.284], [2.249, 1.167, -1.701], [2.895, 2.425, -1.601], [1.080, -1.190, -0.709], [-0.114, 0.073, -0.090], [1.059, -0.633, 1.086], [1.952, 1.243, 0.461], [2.683, 0.477, -2.361], [1.293, 1.497, -2.129], [3.834, 2.335, -1.694], [-1.852, -1.191, -1.050], [-3.019, -0.408, -1.391], [-2.822, -1.199, -0.891], [-4.445, -1.457, 4.791], [-4.157, -1.721, 3.333], [-3.662, -1.566, 4.210]], "mulliken_charge": [-0.6753, -0.4245, -0.2657, -0.5196, 0.3078, 0.1551, 0.2967, 0.2502, 0.3311, 0.2394, 0.3032, 0.3177, 0.3203, -0.6361, 0.3233, 0.3290, -0.6526], "homo_ev": -9.108, "energy_ev": -9883.42639, "smiles": "CNCO.O.O", "charge": 0}

***

Record 6
{"formula": "C2H11NO3", "method": "wB97M-V/def2-TZVPD", "species": ["C", "C", "N", "H", "H", "H", "H", "H", "H", "H", "O", "H", "H", "O", "H", "H", "O"], "xyz": [[1.145, -2.349, -1.182], [2.262, -1.951, -0.519], [2.265, -1.036, 0.566], [0.236, -1.774, -1.053], [1.088, -2.989, -2.044], [3.215, -2.292, -0.925], [1.341, -1.124, 1.010], [2.514, -0.114, 0.236], [-3.476, 1.751, 2.602], [-3.567, 2.782, 1.557], [-4.141, 2.300, 2.164], [-1.403, -0.366, 0.907], [-0.887, 0.983, 0.637], [-0.810, 0.287, 1.306], [0.849, 0.750, -2.421], [0.779, 2.254, -2.846], [0.307, 1.542, -2.411]], "mulliken_charge": [-0.7791, 0.0541, -0.5584, 0.1607, 0.2810, 0.3220, 0.2757, 0.2603, 0.3248, 0.3105, -0.6333, 0.3248, 0.3211, -0.6636, 0.3229, 0.3131, -0.6367], "homo_ev": -8.923, "energy_ev": -9883.85657, "smiles": "C=CN.O.O.O", "charge": 0}

***

Across the entries above, strongest force on any atom takes the values 4.199, 3.258, 1.500, 5.263, 3.920, 2.088 eV/Å, respectively.
Across the entries above, relative energy (zero: lowest compared OMol25 entry of this formula, charge and spin) takes the values 1.3840, 3.7182, 0.3632, 1.5453, 1.7735, 1.3433 eV, respectively.
Across the entries above, Kohn-Sham gap takes the values 10.200, 9.638, 10.030, 8.852, 9.781, 9.310 eV, respectively.